C72H75F6N6O2 | ωB97M-V/def2-TZVPD

charge: +1
LUMO energy: -0.209 Eh
frontier orbital gap: 0.1219 Eh
E: -105210.284 eV

Last columns: bonded neighbours and bond lengths (Å).
Atoms and positions in Å:
1 C -2.945 -3.714 -0.055  C2 1.530, H50 1.096, H51 1.099, H52 1.091
2 C -2.919 -2.240 -0.460  C1 1.530, C3 1.522, C4 1.529, C5 1.552
3 C -1.656 -1.934 -1.252  C2 1.522, H53 1.095, H54 1.095, H55 1.100
4 C -4.090 -2.034 -1.422  C2 1.529, H56 1.097, H57 1.095, H58 1.095
5 C -3.039 -1.289 0.761  C2 1.552, C6 1.402, C14 1.423
6 C -3.967 -0.240 0.708  C5 1.402, C7 1.386, H59 1.088
7 C -4.182 0.587 1.800  C6 1.386, C8 1.385, H60 1.090
8 C -3.573 0.297 3.010  C7 1.385, C9 1.394, H61 1.089
9 C -2.709 -0.788 3.143  C8 1.394, C10 1.562, C14 1.425
10 C -2.278 -1.197 4.588  C9 1.562, C11 1.533, C12 1.534, C13 1.524
11 C -2.453 -2.702 4.814  C10 1.533, H62 1.090, H63 1.100, H64 1.099
12 C -3.165 -0.545 5.656  C10 1.534, H65 1.094, H66 1.095, H67 1.096
13 C -0.846 -0.731 4.822  C10 1.524, H68 1.098, H69 1.097, H70 1.094
14 C -2.252 -1.403 1.941  C5 1.423, C9 1.425, N15 1.455
15 N -0.988 -2.124 1.913  C14 1.455, C16 1.375, N49 1.380
16 C 0.293 -1.723 1.614  N15 1.375, C17 1.406, N27 1.411
17 C 0.639 -0.468 1.080  C16 1.406, C18 1.441, H71 1.082
18 C 1.877 0.168 1.452  C17 1.441, C19 1.429, C26 1.431
19 C 2.379 0.063 2.786  C18 1.429, C20 1.381, H72 1.097
20 C 3.689 0.390 3.078  C19 1.381, C21 1.415, H73 1.085
21 C 4.544 0.780 2.020  C20 1.415, N22 1.427, C25 1.401
22 N 5.934 0.485 2.145  C21 1.427, O23 1.251, O24 1.253
23 O 6.689 0.719 1.176  N22 1.251
24 O 6.326 -0.038 3.215  N22 1.253
25 C 4.025 1.115 0.762  C21 1.401, C26 1.384, H74 1.091
26 C 2.696 0.842 0.492  C18 1.431, C25 1.384, H75 1.096
27 N 1.094 -2.850 1.896  C16 1.411, C28 1.450, C42 1.405
28 C 2.536 -3.005 1.906  N27 1.450, C29 1.433, C37 1.417
29 C 3.297 -3.164 3.110  C28 1.433, C30 1.568, C34 1.406
30 C 2.850 -3.439 4.588  C29 1.568, C31 1.537, C32 1.515, C33 1.537
31 C 3.413 -4.799 5.030  C30 1.537, H76 1.094, H77 1.098, H78 1.097
32 C 1.362 -3.470 4.867  C30 1.515, H79 1.093, H80 1.093, H81 1.102
33 C 3.444 -2.338 5.481  C30 1.537, H82 1.098, H83 1.098, H84 1.096
34 C 4.696 -3.064 3.011  C29 1.406, C35 1.384, H85 1.089
35 C 5.320 -2.622 1.857  C34 1.384, C36 1.383, H86 1.087
36 C 4.573 -2.536 0.696  C35 1.383, C37 1.404, H87 1.090
37 C 3.243 -2.987 0.678  C28 1.417, C36 1.404, C38 1.554
38 C 2.686 -3.373 -0.721  C37 1.554, C39 1.536, C40 1.523, C41 1.525
39 C 3.806 -3.969 -1.587  C38 1.536, H88 1.097, H89 1.097, H90 1.095
40 C 2.177 -2.100 -1.385  C38 1.523, H91 1.095, H92 1.098, H93 1.099
41 C 1.569 -4.411 -0.700  C38 1.525, H94 1.093, H95 1.101, H96 1.095
42 C 0.212 -3.913 2.153  N27 1.405, C43 1.469, N49 1.311
43 C 0.489 -5.348 2.303  C42 1.469, C44 1.415, C48 1.424
44 C 1.753 -5.981 2.220  C43 1.415, C45 1.398, H97 1.094
45 C 1.863 -7.369 2.343  C44 1.398, C46 1.401, H98 1.095
46 C 0.724 -8.156 2.560  C45 1.401, C47 1.401, H99 1.093
47 C -0.539 -7.553 2.638  C46 1.401, C48 1.395, H100 1.093
48 C -0.654 -6.168 2.520  C43 1.424, C47 1.395, H101 1.090
49 N -1.018 -3.467 2.228  N15 1.380, C42 1.311
50 H -3.774 -3.911 0.635  C1 1.096
51 H -3.056 -4.341 -0.951  C1 1.099
52 H -2.024 -4.024 0.442  C1 1.091
53 H -1.691 -0.906 -1.628  C3 1.095
54 H -0.757 -2.031 -0.634  C3 1.095
55 H -1.572 -2.611 -2.114  C3 1.100
56 H -4.069 -1.036 -1.877  C4 1.097
57 H -4.020 -2.762 -2.237  C4 1.095
58 H -5.046 -2.185 -0.910  C4 1.095
59 H -4.518 -0.034 -0.207  C6 1.088
60 H -4.866 1.432 1.720  C7 1.090
61 H -3.791 0.919 3.877  C8 1.089
62 H -1.835 -3.314 4.157  C11 1.090
63 H -2.207 -2.965 5.853  C11 1.100
64 H -3.502 -2.973 4.630  C11 1.099
65 H -3.035 0.540 5.700  C12 1.094
66 H -4.220 -0.776 5.476  C12 1.095
67 H -2.907 -0.945 6.643  C12 1.096
68 H -0.810 0.358 4.955  C13 1.098
69 H -0.417 -1.207 5.712  C13 1.097
70 H -0.220 -0.960 3.953  C13 1.094
71 H 0.040 -0.105 0.255  C17 1.082
72 H 1.718 -0.312 3.577  C19 1.097
73 H 4.115 0.290 4.071  C20 1.085
74 H 4.703 1.513 0.005  C25 1.091
75 H 2.259 1.072 -0.487  C26 1.096
76 H 4.506 -4.833 4.979  C31 1.094
77 H 3.110 -5.007 6.065  C31 1.098
78 H 3.014 -5.598 4.393  C31 1.097
79 H 0.855 -2.587 4.471  C32 1.093
80 H 0.887 -4.370 4.470  C32 1.093
81 H 1.201 -3.480 5.957  C32 1.102
82 H 3.058 -1.352 5.189  C33 1.098
83 H 3.176 -2.517 6.531  C33 1.098
84 H 4.537 -2.292 5.421  C33 1.096
85 H 5.325 -3.243 3.882  C34 1.089
86 H 6.385 -2.407 1.850  C35 1.087
87 H 5.055 -2.178 -0.214  C36 1.090
88 H 4.286 -4.811 -1.073  C39 1.097
89 H 3.385 -4.349 -2.526  C39 1.097
90 H 4.569 -3.228 -1.844  C39 1.095
91 H 1.382 -1.661 -0.773  C40 1.095
92 H 2.977 -1.353 -1.467  C40 1.098
93 H 1.761 -2.309 -2.382  C40 1.099
94 H 0.669 -4.035 -0.207  C41 1.093
95 H 1.293 -4.663 -1.735  C41 1.101
96 H 1.891 -5.329 -0.197  C41 1.095
97 H 2.645 -5.378 2.027  C44 1.094
98 H 2.852 -7.832 2.269  C45 1.095
99 H 0.824 -9.238 2.673  C46 1.093
100 H -1.437 -8.157 2.791  C47 1.093
101 H -1.630 -5.684 2.570  C48 1.090
102 F 3.184 7.522 -5.115  C103 1.360
103 C 2.930 7.270 -3.803  F102 1.360, F104 1.380, F105 1.377, C106 1.498
104 F 3.321 5.976 -3.525  C103 1.380
105 F 3.739 8.084 -3.042  C103 1.377
106 C 1.496 7.444 -3.406  C103 1.498, N107 1.477, H139 1.089, H140 1.094
107 N 1.381 7.153 -1.962  C106 1.477, C108 1.386, C114 1.401
108 C 1.524 8.168 -1.029  N107 1.386, C109 1.410, C113 1.411
109 C 1.551 9.519 -1.428  C108 1.410, C110 1.391, H141 1.088
110 C 1.663 10.526 -0.473  C109 1.391, C111 1.401, H142 1.091
111 C 1.754 10.219 0.891  C110 1.401, C112 1.396, H143 1.089
112 C 1.751 8.883 1.297  C111 1.396, C113 1.390, H144 1.091
113 C 1.605 7.876 0.349  C108 1.411, C112 1.390, H145 1.079
114 C 0.920 5.874 -1.624  N107 1.401, C115 1.413, C138 1.410
115 C 1.606 5.040 -0.712  C114 1.413, C116 1.383, H146 1.098
116 C 1.133 3.773 -0.422  C115 1.383, C117 1.425, H147 1.088
117 C -0.037 3.238 -1.033  C116 1.425, C118 1.452, C137 1.438
118 C -0.553 1.903 -0.790  C117 1.452, C119 1.478, H148 1.096
119 C -1.373 1.397 -1.911  C118 1.478, C120 1.421, C136 1.427
120 C -2.788 1.522 -1.901  C119 1.421, C121 1.381, H149 1.093
121 C -3.532 1.397 -3.058  C120 1.381, C122 1.413, H150 1.093
122 C -2.916 1.067 -4.286  C121 1.413, N123 1.420, C135 1.412
123 N -3.689 0.907 -5.466  C122 1.420, C124 1.473, C129 1.389
124 C -3.883 -0.465 -5.967  N123 1.473, C125 1.507, H151 1.094, H152 1.102
125 C -3.338 -0.638 -7.362  C124 1.507, F126 1.365, F127 1.370, F128 1.374
126 F -3.072 -1.941 -7.666  C125 1.365
127 F -4.207 -0.162 -8.308  C125 1.370
128 F -2.165 0.060 -7.519  C125 1.374
129 C -4.442 1.932 -6.024  N123 1.389, C130 1.415, C134 1.408
130 C -3.965 3.263 -5.986  C129 1.415, C131 1.396, H153 1.091
131 C -4.581 4.252 -6.754  C130 1.396, C132 1.400, H154 1.092
132 C -5.721 3.936 -7.503  C131 1.400, C133 1.400, H155 1.091
133 C -6.273 2.652 -7.437  C132 1.400, C134 1.392, H156 1.091
134 C -5.636 1.647 -6.715  C129 1.408, C133 1.392, H157 1.092
135 C -1.531 0.797 -4.282  C122 1.412, C136 1.384, H158 1.088
136 C -0.771 1.006 -3.145  C119 1.427, C135 1.384, H159 1.097
137 C -0.713 4.125 -1.942  C117 1.438, C138 1.378, H160 1.088
138 C -0.230 5.374 -2.268  C114 1.410, C137 1.378, H161 1.091
139 H 1.176 8.461 -3.631  C106 1.089
140 H 0.903 6.709 -3.960  C106 1.094
141 H 1.465 9.780 -2.480  C109 1.088
142 H 1.673 11.563 -0.812  C110 1.091
143 H 1.824 11.016 1.631  C111 1.089
144 H 1.845 8.605 2.347  C112 1.091
145 H 1.554 6.854 0.693  C113 1.079
146 H 2.511 5.424 -0.223  C115 1.098
147 H 1.695 3.149 0.270  C116 1.088
148 H -0.761 1.613 0.246  C118 1.096
149 H -3.264 1.827 -0.965  C120 1.093
150 H -4.610 1.582 -3.046  C121 1.093
151 H -3.315 -1.148 -5.329  C124 1.094
152 H -4.948 -0.748 -5.988  C124 1.102
153 H -3.090 3.493 -5.375  C130 1.091
154 H -4.180 5.268 -6.757  C131 1.092
155 H -6.200 4.701 -8.117  C132 1.091
156 H -7.207 2.408 -7.945  C133 1.091
157 H -6.067 0.646 -6.663  C134 1.092
158 H -1.064 0.479 -5.211  C135 1.088
159 H 0.320 0.889 -3.167  C136 1.097
160 H -1.639 3.805 -2.415  C137 1.088
161 H -0.760 5.997 -2.991  C138 1.091